Entry 1:
{"formula": "C18H30Br2ClO9", "method": "wB97M-V/def2-TZVPD", "symbols": ["C", "C", "C", "Cl", "C", "Br", "C", "C", "Br", "H", "H", "H", "H", "H", "H", "C", "C", "O", "C", "O", "O", "C", "H", "H", "H", "H", "H", "H", "H", "H", "C", "C", "O", "C", "O", "O", "C", "H", "H", "H", "H", "H", "H", "H", "H", "C", "C", "O", "C", "O", "O", "C", "H", "H", "H", "H", "H", "H", "H", "H"], "xyz": [[-0.469, 2.597, -4.596], [0.170, 3.624, -3.988], [-0.073, 3.962, -2.569], [-1.308, 5.334, -2.512], [-0.540, 2.793, -1.778], [-2.278, 2.823, -0.906], [0.234, 1.703, -1.599], [1.609, 1.575, -2.146], [-0.345, 0.183, -0.572], [-1.522, 2.427, -4.430], [0.087, 1.930, -5.248], [0.902, 4.196, -4.554], [2.247, 1.092, -1.407], [1.986, 2.586, -2.289], [1.636, 1.034, -3.089], [-2.376, 9.050, -0.502], [-3.228, 8.222, -1.438], [-4.627, 8.314, -1.092], [-5.245, 9.416, -1.478], [-4.771, 10.333, -2.098], [-6.516, 9.350, -1.056], [-7.285, 10.513, -1.343], [-2.573, 8.773, 0.535], [-1.321, 8.891, -0.718], [-2.597, 10.113, -0.605], [-2.961, 7.173, -1.344], [-3.077, 8.508, -2.477], [-7.232, 10.769, -2.399], [-6.943, 11.352, -0.738], [-8.314, 10.280, -1.082], [0.175, -2.756, 0.910], [-0.199, -4.043, 1.613], [-0.686, -5.034, 0.687], [0.240, -5.673, -0.009], [1.432, -5.521, 0.075], [-0.372, -6.521, -0.839], [0.509, -7.224, -1.714], [-0.659, -2.396, 0.312], [0.447, -1.989, 1.634], [1.017, -2.904, 0.236], [-1.017, -3.866, 2.308], [0.636, -4.447, 2.187], [1.302, -7.720, -1.158], [0.935, -6.541, -2.447], [-0.091, -7.970, -2.227], [2.774, -7.771, 2.176], [3.589, -6.498, 2.202], [3.751, -6.006, 3.546], [4.666, -6.625, 4.279], [5.376, -7.531, 3.927], [4.668, -6.069, 5.494], [5.562, -6.687, 6.419], [1.821, -7.623, 2.687], [2.581, -8.074, 1.148], [3.296, -8.583, 2.685], [3.068, -5.717, 1.657], [4.563, -6.634, 1.732], [6.568, -6.749, 6.010], [5.203, -7.682, 6.682], [5.573, -6.063, 7.308]], "e_lumo_ev": 2.08, "e_homo_ev": -3.00, "e_tot_ha": -6989.22713, "spin_multiplicity": 1, "charge": -1}

***

Entry 2:
{"formula": "C18H30Cl2IIrN7", "method": "wB97M-V/def2-TZVPD", "symbols": ["Ir", "C", "N", "C", "C", "N", "C", "C", "N", "C", "C", "N", "C", "N", "C", "C", "C", "N", "C", "H", "H", "H", "H", "H", "H", "H", "H", "H", "H", "H", "H", "H", "H", "H", "H", "H", "H", "H", "H", "H", "H", "H", "H", "Cl", "C", "Cl", "H", "H", "I", "C", "C", "C", "C", "C", "N", "H", "H", "H", "H"], "xyz": [[-0.142, 0.639, -0.203], [2.641, -3.118, 0.843], [3.136, -1.816, 0.406], [4.550, -1.504, 0.677], [4.656, -0.023, 0.324], [3.330, 0.278, -0.237], [3.172, 1.479, -1.021], [2.506, -0.787, -0.175], [1.228, -0.807, -0.656], [0.651, -2.104, -1.043], [-0.613, -1.771, -1.776], [-1.319, -0.892, -0.853], [-2.634, -1.018, -0.594], [-3.438, 0.000, -0.204], [-3.269, 1.428, -0.355], [-4.815, -0.461, 0.045], [-4.728, -1.964, -0.205], [-3.320, -2.166, -0.597], [-2.841, -3.539, -0.707], [3.343, -3.493, 1.585], [2.600, -3.838, 0.026], [1.673, -3.035, 1.328], [5.202, -2.138, 0.079], [4.753, -1.688, 1.730], [5.411, 0.160, -0.440], [4.871, 0.613, 1.181], [4.143, 1.744, -1.440], [2.827, 2.320, -0.416], [2.502, 1.291, -1.845], [0.353, -2.710, -0.186], [1.372, -2.646, -1.648], [-1.175, -2.660, -2.024], [-0.405, -1.237, -2.711], [-2.249, 1.684, -0.630], [-3.519, 1.934, 0.578], [-3.921, 1.810, -1.144], [-5.492, 0.038, -0.649], [-5.118, -0.214, 1.062], [-5.392, -2.307, -0.995], [-4.927, -2.540, 0.697], [-3.644, -4.189, -0.366], [-1.974, -3.709, -0.069], [-2.624, -3.822, -1.735], [1.175, 0.324, 2.262], [-0.273, 0.082, 3.277], [-1.676, 0.345, 2.234], [-0.271, 0.806, 4.083], [-0.282, -0.941, 3.632], [-0.130, 1.856, -2.578], [0.175, 3.305, -1.094], [0.303, 4.653, -1.291], [0.496, 5.432, -0.150], [0.540, 4.825, 1.098], [0.394, 3.454, 1.190], [0.218, 2.693, 0.092], [0.258, 5.088, -2.281], [0.608, 6.505, -0.244], [0.685, 5.409, 1.997], [0.420, 2.938, 2.137]], "e_lumo_ev": -10.89, "e_homo_ev": -17.30, "e_tot_ha": -2408.58758, "spin_multiplicity": 1, "charge": 3}

***

Entry 3:
{"formula": "C18H30EuN8OPS", "method": "wB97M-V/def2-TZVPD", "symbols": ["Eu", "C", "N", "C", "C", "N", "C", "P", "C", "N", "C", "C", "N", "C", "C", "N", "C", "C", "N", "C", "H", "H", "H", "H", "H", "H", "H", "H", "H", "H", "H", "H", "H", "H", "H", "C", "C", "N", "C", "S", "N", "C", "C", "H", "H", "H", "H", "H", "H", "H", "H", "H", "H", "H", "H", "C", "O", "H", "H", "H"], "xyz": [[0.074, 0.106, 0.676], [-0.930, 2.962, -4.467], [-1.247, 2.235, -3.222], [-2.404, 1.467, -3.006], [-2.213, 0.796, -1.845], [-0.939, 1.039, -1.363], [-0.411, 1.974, -2.179], [1.175, 2.797, -1.758], [1.117, 3.370, 0.013], [0.828, 2.623, 1.097], [1.205, 3.427, 2.223], [1.578, 4.653, 1.776], [1.672, 4.603, 0.416], [1.963, 5.683, -0.520], [2.339, 1.376, -1.739], [2.432, 0.417, -0.841], [3.639, -0.248, -1.123], [4.247, 0.307, -2.227], [3.383, 1.347, -2.642], [3.720, 2.382, -3.632], [-1.499, 3.893, -4.479], [-1.239, 2.413, -5.396], [0.137, 3.239, -4.530], [-3.190, 1.574, -3.713], [-2.852, 0.091, -1.325], [0.995, 3.120, 3.215], [1.971, 5.510, 2.364], [1.346, 6.581, -0.285], [1.713, 5.327, -1.544], [3.001, 5.986, -0.467], [3.949, -0.973, -0.397], [5.135, -0.049, -2.723], [4.421, 2.006, -4.358], [4.170, 3.265, -3.084], [2.872, 2.691, -4.300], [-3.628, -3.308, 3.277], [-2.195, -3.701, 3.576], [-1.270, -2.982, 2.731], [-0.260, -3.466, 2.014], [0.951, -2.528, 1.138], [-0.144, -4.837, 1.909], [-1.078, -5.520, 1.078], [-0.741, -7.041, 1.043], [-4.204, -3.578, 4.162], [-4.010, -3.778, 2.405], [-3.722, -2.172, 3.197], [-2.008, -4.750, 3.488], [-1.869, -3.377, 4.579], [-1.455, -1.964, 2.610], [0.778, -5.136, 1.710], [-1.066, -5.055, 0.047], [-2.121, -5.335, 1.419], [0.238, -7.146, 0.482], [-1.484, -7.581, 0.482], [-0.637, -7.509, 2.061], [-2.458, 0.581, 2.393], [-1.505, -0.393, 2.144], [-2.068, 1.574, 2.734], [-3.093, 0.225, 3.195], [-3.111, 0.787, 1.514]], "e_lumo_ev": [-2.33, -2.33], "e_homo_ev": [-8.86, -10.54], "e_tot_ha": -2666.89576, "spin_multiplicity": 8, "charge": 1, "s2": 15.760}